# 1
110
Properties=species:S:1:pos:R:3:lowdin_charge:R:1 method="wB97M-V/def2-TZVPD" orbital_gap_ha=0.3054 smiles="CCOC(=O)C(F)(F)F.CCOC(=O)C(F)(F)F.CCOC(=O)C(F)(F)F.CCOC(=O)C(F)(F)F.CCN(CC)CC.CCN(CC)CC.CC(C)=O" e_lumo_ev=0.2
C 5.0428 4.6511 -1.7297 -0.043
C 4.8579 3.1343 -1.9045 -0.159
O 5.0647 2.8024 -3.2954 0.006
C 4.0418 2.9762 -4.1287 -0.399
O 3.0333 3.5160 -3.8012 0.167
C 4.3694 2.4969 -5.5637 -0.547
F 3.6729 1.4010 -5.8419 0.182
F 3.9842 3.4568 -6.4209 0.157
F 5.6783 2.3407 -5.7353 0.177
H 5.0057 5.1118 -2.7135 0.083
H 6.0171 4.8720 -1.2899 0.074
H 4.3357 5.1065 -1.0380 0.066
H 3.8303 2.8372 -1.7015 0.096
H 5.6452 2.5835 -1.4021 0.126
C 3.2608 -5.4833 3.6560 -0.058
C 2.9647 -4.1054 3.0384 -0.209
O 2.4866 -3.0804 3.8886 0.024
C 3.3138 -2.6193 4.8042 -0.397
O 4.4925 -2.8176 4.8202 0.173
C 2.6434 -1.6796 5.8416 -0.554
F 1.3459 -1.5269 5.5986 0.173
F 2.8037 -2.2552 7.0426 0.165
F 3.2217 -0.4916 5.8835 0.180
H 2.4900 -5.8027 4.3702 0.075
H 4.1740 -5.5511 4.2433 0.075
H 3.1834 -6.2906 2.9281 0.077
H 2.3568 -4.2851 2.1561 0.119
H 3.9239 -3.8172 2.6027 0.123
C -0.4967 -7.6510 2.8388 -0.060
C -1.6633 -6.6848 2.7110 -0.196
O -1.1118 -5.3597 2.7257 0.036
C -1.8904 -4.4054 3.1998 -0.393
O -2.9852 -4.5526 3.6556 0.170
C -1.2809 -2.9910 3.1401 -0.541
F -2.0326 -2.2967 2.2625 0.143
F -1.3324 -2.3784 4.3094 0.195
F -0.0326 -3.0174 2.6927 0.166
H 0.2156 -7.2928 3.5782 0.073
H 0.0214 -7.6993 1.8758 0.078
H -0.8321 -8.6670 3.0373 0.082
H -2.2266 -6.8098 3.6380 0.122
H -2.3273 -6.9134 1.8812 0.134
C -4.4059 -2.6660 -5.0154 -0.062
C -3.7918 -3.2129 -3.7339 -0.207
O -2.7448 -2.3896 -3.2616 0.037
C -1.5597 -2.3920 -3.8303 -0.396
O -1.2830 -2.9645 -4.8386 0.177
C -0.4737 -1.6543 -3.0246 -0.549
F -0.9135 -1.4554 -1.7861 0.163
F 0.6735 -2.3318 -2.9931 0.173
F -0.1933 -0.4986 -3.6385 0.167
H -3.5712 -2.5696 -5.7177 0.072
H -4.7794 -1.6477 -4.9048 0.072
H -5.1637 -3.2959 -5.4742 0.084
H -3.5347 -4.2684 -3.8226 0.130
H -4.6566 -3.2408 -3.0645 0.118
C 1.5146 3.4539 0.0273 -0.082
C 1.4047 1.9401 -0.1284 -0.251
N 2.3403 1.1902 0.7121 -0.193
C 2.5142 -0.1673 0.2007 -0.236
C 1.3212 -1.0283 0.6586 -0.079
C 2.2926 1.4700 2.1385 -0.235
C 3.4731 0.7769 2.7914 -0.086
H 0.7611 3.9206 -0.6121 0.071
H 2.4707 3.9154 -0.2197 0.052
H 1.2933 3.7964 1.0396 0.062
H 0.3543 1.6653 0.0688 0.097
H 1.4651 1.6333 -1.1747 0.109
H 2.6047 -0.2294 -0.8884 0.105
H 3.4529 -0.6822 0.4296 0.106
H 1.1373 -1.8542 -0.0327 0.065
H 1.6528 -1.4973 1.5918 0.046
H 0.4068 -0.4880 0.8831 0.066
H 1.3858 1.0074 2.5591 0.115
H 2.3468 2.5324 2.3486 0.107
H 3.5150 1.0128 3.8553 0.066
H 4.3749 1.1486 2.2963 0.083
H 3.5461 -0.3084 2.7058 0.057
C -6.5013 0.0935 -2.2887 -0.084
C -5.8190 -0.0755 -0.9104 -0.237
N -4.7926 0.9377 -0.6402 -0.195
C -3.6836 0.8458 -1.5761 -0.253
C -2.6395 1.9546 -1.3677 -0.078
C -4.4207 0.9615 0.7671 -0.242
C -3.5679 -0.2293 1.2550 -0.095
H -6.2002 -0.7180 -2.9617 0.046
H -6.2916 1.0289 -2.8060 0.071
H -7.5840 -0.0447 -2.3446 0.067
H -6.5752 0.1744 -0.1659 0.107
H -5.4658 -1.1038 -0.7928 0.107
H -3.1472 -0.1089 -1.4909 0.097
H -4.1036 0.9449 -2.5766 0.104
H -1.8096 1.8535 -2.0706 0.067
H -3.0324 2.9699 -1.3691 0.077
H -2.1291 1.8134 -0.4089 0.047
H -5.3616 0.8666 1.3177 0.104
H -3.9739 1.8815 1.1403 0.110
H -3.9256 -1.2457 1.1062 0.066
H -3.4072 -0.0887 2.3274 0.074
H -2.5697 -0.1468 0.8132 0.052
C 0.1878 7.2290 0.4265 -0.025
C 0.2106 8.3325 -0.6190 -0.492
C -0.6225 8.1346 -1.8628 -0.023
O 0.8655 9.3245 -0.4403 0.072
H -0.2876 7.5160 1.3653 0.085
H 1.1994 6.8642 0.6020 0.081
H -0.4052 6.3559 0.1442 0.060
H -1.1025 7.1572 -1.9003 0.067
H -0.0782 8.3039 -2.7905 0.085
H -1.4620 8.8354 -1.8799 0.088

# 2
19
Properties=species:S:1:pos:R:3:lowdin_charge:R:1 method="wB97M-V/def2-TZVPD" orbital_gap_ha="0.1839 / 0.1839" e_lumo_ev="1.4 / 1.4" s_squared=2.00 spin_multiplicity=3 charge=-1
Tm 9.4458 5.0311 5.7167 0.188
C 6.6463 3.6629 8.3995 -0.174
C 7.0239 3.7352 6.9600 -0.744
S 8.2904 2.6464 6.3382 0.599
C 6.2559 4.7279 6.1765 -0.723
C 4.7950 4.8564 6.4353 -0.178
S 6.9779 5.5922 4.8364 0.570
H 6.7348 2.6810 8.8756 0.071
H 5.6205 4.0174 8.5376 0.062
H 7.0987 4.3764 9.0382 0.028
H 4.2238 5.1321 5.4812 0.081
H 4.4853 5.6662 7.0508 0.048
H 4.2673 3.8647 6.7460 0.110
Se 8.9770 7.3830 7.4345 -0.068
Se 9.8285 5.6738 8.5516 -0.064
Se 11.8347 4.6559 7.2993 -0.100
Se 11.8894 4.5441 4.9097 -0.044
O 7.7454 3.1580 3.3314 -0.011
C 8.1868 3.6706 4.2625 -0.650

# 3
9
Properties=species:S:1:pos:R:3:lowdin_charge:R:1 method="wB97M-V/def2-TZVPD" orbital_gap_ha="0.2620 / 0.2184" e_lumo_ev="0.8 / -3.2" s_squared=2.01 spin_multiplicity=3
C 0.1663 0.7431 -1.0711 -0.494
C -0.1760 -0.5923 1.1490 -0.781
N 1.0875 1.5165 0.1533 -0.332
P 1.1154 0.8333 1.5331 0.636
S -1.1049 -0.1202 -0.2292 0.770
H -0.3731 1.4375 -1.7030 0.037
H 0.7674 0.1056 -1.7515 0.068
H 0.1222 -1.7183 0.9604 0.065
H -0.8195 -0.6466 2.0723 0.031

# 4
9
Properties=species:S:1:pos:R:3:lowdin_charge:R:1 method="wB97M-V/def2-TZVPD" orbital_gap_ha="0.2607 / 0.2390" e_lumo_ev="-17.6 / -21.0" s_squared=12.01 spin_multiplicity=7 charge=+3
O 0.5046 1.3714 -0.5562 0.077
H -0.3416 -2.1833 1.1827 0.252
O 1.0583 -0.7599 0.8797 -0.003
C 0.0271 -1.3713 0.5335 0.134
C -1.0168 -0.4924 -0.1248 -0.175
C -0.5028 0.9186 -0.1209 0.145
F -2.2632 -0.6719 0.3182 0.253
Ru 2.3668 0.3403 -0.0577 2.020
H -0.7185 -1.0627 -1.1234 0.296

ΔE to the lowest compared entry with this formula, charge and spin (kJ/mol)
175.3; 181.5; 255.0; 101.5
Electronic energy (eV)
-87071.6239; -319918.0231; -23747.6957; -12488.6568